The molecule C8H8O3 in a non-equilibrium geometry. Source: the Open Molecules 2025 dataset; level of theory: the ωB97M-V functional and the def2-TZVPD basis.

Calculated total energy, hartree: -535.2695
Lowest unoccupied orbital energy, eV: -0.32
HOMO energy, eV: -8.6
Orbital gap, Ha: 0.3061
SMILES: Cc1ccc(/C=C\C(=O)O)o1

Geometry as XYZ:
```
19
Properties=species:S:1:pos:R:3:lowdin_charge:R:1
C -3.012 -1.803 -0.001 -0.0171
C -2.199 -0.463 0.071 -0.3684
C -2.666 0.771 -0.042 -0.0678
C -1.592 1.730 -0.039 0.0104
C -0.463 0.953 -0.125 -0.2201
C 0.863 1.478 -0.021 -0.0102
C 2.099 0.926 0.218 -0.0070
C 2.541 -0.437 0.100 -0.5201
O 3.744 -0.553 -0.209 0.0573
O 1.756 -1.509 0.023 0.1442
O -0.856 -0.422 0.020 0.0263
H -2.447 -2.361 -0.784 0.0711
H -4.149 -1.376 -0.490 0.1585
H -3.112 -2.169 1.183 0.1361
H -3.740 1.065 0.052 0.1286
H -1.763 2.797 -0.188 0.1257
H 0.766 2.608 0.161 0.1480
H 3.007 1.581 0.267 0.1359
H 0.859 -1.201 0.152 0.0685
```

---

A structure of composition C44H55As2AuN4OSi3. Source: the Open Molecules 2025 dataset; level of theory: the ωB97M-V functional and the def2-TZVPD basis.

Calculated total energy, hartree: -7479.2067
Lowest unoccupied orbital energy, eV: -5.90
HOMO energy, eV: -12.6
Orbital gap, Ha: 0.2448
Charge: +2

Geometry as XYZ:
```
110
Properties=species:S:1:pos:R:3:lowdin_charge:R:1
Au 0.115 -0.949 0.357 1.0228
C 3.618 -5.082 0.132 -0.0768
C 2.696 -4.474 -0.708 -0.0801
C 1.784 -3.563 -0.201 -0.0724
C 1.784 -3.224 1.156 -0.3032
C 2.717 -3.837 1.991 -0.0513
C 3.618 -4.762 1.480 -0.0593
N 0.823 -2.292 1.634 -0.1303
C -0.176 -2.624 2.558 -0.2401
C 0.044 -3.171 3.826 -0.0080
C -1.022 -3.450 4.661 -0.0401
C -2.343 -3.212 4.278 -0.0548
C -2.594 -2.731 3.013 -0.0143
C -1.520 -2.440 2.177 -0.2075
N -1.665 -2.149 0.796 -0.0424
N -2.678 -2.537 0.221 0.1492
C -2.619 -2.521 -1.205 -0.3153
C -3.756 -2.932 -1.875 0.0085
C -3.663 -3.113 -3.249 -0.0245
C -2.444 -2.896 -3.868 -0.0332
C -1.366 -2.470 -3.095 -0.1435
N -1.448 -2.270 -1.787 0.1018
H 4.323 -5.803 -0.259 0.1135
H 2.674 -4.724 -1.761 0.1132
H 1.034 -3.130 -0.855 0.0714
H 2.755 -3.589 3.040 0.0881
H 4.329 -5.231 2.148 0.1173
H 1.044 -3.368 4.175 0.1043
H -0.818 -3.857 5.643 0.1201
H -3.155 -3.418 4.961 0.1158
H -3.601 -2.584 2.648 0.1080
H -4.663 -3.128 -1.322 0.1230
H -4.519 -3.450 -3.818 0.1228
H -2.317 -3.066 -4.928 0.1180
H -0.399 -2.291 -3.553 0.1119
C 5.108 1.331 1.353 -0.2132
Si 4.261 -0.346 1.263 0.3723
C 4.576 -1.115 2.927 -0.1877
C 4.833 -1.494 -0.081 -0.1866
As 2.052 0.484 0.636 0.8905
Si 1.230 1.600 2.635 0.3550
C 1.634 0.425 4.020 -0.1839
C 2.105 3.241 2.736 -0.2050
C -0.635 1.708 2.579 -0.2039
Si 2.586 1.179 -1.664 0.3678
C 1.562 2.529 -2.426 -0.1921
C 4.348 1.762 -1.801 -0.2016
C 2.247 -0.442 -2.520 -0.2118
H 6.107 1.272 0.915 0.0531
H 5.231 1.605 2.403 0.0388
H 4.586 2.148 0.858 0.0005
H 5.632 -1.408 2.875 0.0604
H 4.005 -2.003 3.170 0.0086
H 4.497 -0.390 3.735 0.0276
H 5.851 -1.808 0.163 0.0572
H 4.852 -1.050 -1.075 0.0178
H 4.213 -2.392 -0.114 0.0070
H 2.604 -0.055 3.952 -0.0115
H 0.873 -0.356 4.073 0.0233
H 1.602 0.982 4.961 0.0583
H 3.071 3.145 3.234 0.0359
H 1.497 3.935 3.322 0.0431
H 2.274 3.690 1.756 0.0224
H -1.039 1.677 1.574 -0.0388
H -0.975 2.639 3.038 0.0540
H -1.049 0.873 3.151 0.0363
H 1.676 3.507 -1.959 0.0403
H 0.512 2.265 -2.495 -0.0108
H 1.942 2.627 -3.449 0.0576
H 4.492 2.724 -1.308 0.0417
H 4.501 1.931 -2.872 0.0545
H 5.121 1.078 -1.463 0.0177
H 1.166 -0.554 -2.644 0.0062
H 2.627 -1.314 -1.986 0.0080
H 2.703 -0.426 -3.514 0.0534
O -0.595 0.634 -0.775 -0.6649
As -1.990 1.530 -1.138 1.2678
C -1.992 1.970 -2.992 -0.3301
C -2.123 3.305 -3.362 -0.0750
C -2.137 3.638 -4.709 -0.0466
C -2.021 2.647 -5.672 -0.0457
C -1.892 1.315 -5.297 -0.0517
C -1.879 0.972 -3.955 -0.0932
C -1.934 3.178 -0.175 -0.3396
C -3.123 3.768 0.238 -0.0746
C -3.084 4.986 0.903 -0.0462
C -1.867 5.604 1.149 -0.0454
C -0.680 5.009 0.734 -0.0572
C -0.711 3.793 0.072 -0.1120
C -3.627 0.670 -0.687 -0.3259
C -4.605 0.483 -1.659 -0.0815
C -5.828 -0.063 -1.296 -0.0581
C -6.066 -0.418 0.025 -0.0488
C -5.089 -0.221 0.994 -0.0618
C -3.868 0.330 0.643 -0.1130
H -2.207 4.083 -2.614 0.1063
H -2.239 4.674 -5.005 0.1181
H -2.032 2.911 -6.721 0.1183
H -1.804 0.545 -6.052 0.1143
H -1.782 -0.062 -3.658 0.0778
H -4.075 3.286 0.049 0.1118
H -4.005 5.451 1.228 0.1180
H -1.840 6.554 1.666 0.1182
H 0.266 5.498 0.929 0.1133
H 0.208 3.307 -0.232 0.0773
H -4.423 0.770 -2.687 0.1067
H -6.598 -0.203 -2.043 0.1186
H -7.023 -0.836 0.306 0.1188
H -5.288 -0.482 2.025 0.1137
H -3.114 0.507 1.403 0.0972
```

---

The molecule C14H19ClN4O2 in a non-equilibrium geometry. Source: the Open Molecules 2025 dataset; level of theory: the ωB97M-V functional and the def2-TZVPD basis.

Calculated total energy, hartree: -1374.5334
Lowest unoccupied orbital energy, eV: 0.70
HOMO energy, eV: -9.0
Orbital gap, Ha: 0.3568
SMILES: NC(=O)[C@H](CCC/N=C(\N)CCl)NC(=O)c1ccccc1

Geometry as XYZ:
```
40
Properties=species:S:1:pos:R:3:lowdin_charge:R:1
N 1.218 -2.476 1.042 0.1505
C -0.001 -2.065 1.589 -0.4658
O -0.067 -2.108 2.768 0.0653
C -1.052 -1.123 0.844 -0.1817
C -0.752 -0.859 -0.676 -0.1735
C -1.058 -2.004 -1.640 -0.2148
C -0.292 -1.764 -2.935 -0.2207
N 1.202 -1.575 -2.726 0.0532
C 1.997 -1.568 -3.828 -0.4764
N 1.396 -1.470 -5.020 0.1089
C 3.480 -1.721 -3.601 -0.4978
Cl 4.472 -1.302 -5.033 0.5565
N -1.355 0.132 1.530 0.1078
C -0.660 1.304 1.430 -0.3764
O 0.255 1.509 0.586 0.0220
C -0.976 2.471 2.341 -0.1631
C 0.089 3.249 2.782 -0.0109
C -0.124 4.220 3.772 -0.0870
C -1.350 4.293 4.392 -0.0943
C -2.384 3.403 4.033 -0.0541
C -2.215 2.609 2.887 -0.0511
H 1.879 -2.642 1.830 0.1258
H 1.450 -1.979 0.189 0.0715
H -1.961 -1.697 0.950 0.1378
H 0.313 -0.574 -0.740 0.0802
H -1.367 -0.019 -1.095 0.1359
H -0.864 -2.926 -1.212 0.0817
H -2.114 -2.042 -1.659 0.1002
H -0.724 -0.983 -3.631 0.1145
H -0.403 -2.797 -3.397 0.1259
H 2.001 -1.720 -5.786 0.0678
H 0.660 -0.772 -5.126 0.1139
H 3.664 -2.757 -3.309 0.0838
H 3.771 -1.043 -2.816 0.0716
H -2.000 0.111 2.332 0.1446
H 1.127 3.317 2.377 0.1338
H 0.615 4.796 4.328 0.1070
H -1.478 5.062 5.146 0.1011
H -3.320 3.523 4.513 0.0859
H -3.071 1.990 2.571 0.1206
```

---

The molecule C18H24BrNO4. Source: the Open Molecules 2025 dataset; level of theory: the ωB97M-V functional and the def2-TZVPD basis.

Calculated total energy, hartree: -3630.0683
Lowest unoccupied orbital energy, eV: 0.67
HOMO energy, eV: -8.5
Orbital gap, Ha: 0.3355
SMILES: CCOC(=O)C1CCN(C(=O)COc2cc(C)c(Br)cc2C)CC1

Geometry as XYZ:
```
48
Properties=species:S:1:pos:R:3:lowdin_charge:R:1
C 1.240 -1.024 -6.571 -0.0599
C 1.302 -0.042 -5.411 -0.2071
O 1.377 -0.724 -4.156 -0.0058
C 0.231 -1.128 -3.612 -0.4700
O -0.854 -0.934 -4.096 0.1155
C 0.436 -1.856 -2.292 -0.2151
C 1.888 -1.910 -1.827 -0.1185
C 1.967 -2.618 -0.474 -0.1240
N 1.120 -1.950 0.497 -0.0458
C 1.692 -1.306 1.531 -0.4180
O 2.887 -1.347 1.751 0.0660
C 0.767 -0.555 2.497 -0.0947
O 0.035 0.434 1.807 -0.0526
C -0.720 1.310 2.532 -0.2102
C -0.904 1.234 3.905 0.0285
C -1.694 2.154 4.587 -0.3121
C -1.879 2.060 6.067 -0.0852
C -2.297 3.155 3.840 -0.6161
Br -3.397 4.454 4.703 0.7523
C -2.125 3.247 2.469 -0.0844
C -1.339 2.333 1.795 -0.1958
C -1.142 2.413 0.314 -0.0287
C -0.271 -1.922 0.112 -0.1295
C -0.425 -1.183 -1.217 -0.1112
H 1.244 -0.478 -7.510 0.0777
H 2.096 -1.694 -6.544 0.0778
H 0.327 -1.612 -6.510 0.0759
H 0.416 0.601 -5.410 0.1224
H 2.207 0.566 -5.456 0.1241
H 0.062 -2.876 -2.445 0.1625
H 2.505 -2.439 -2.553 0.1238
H 2.279 -0.897 -1.725 0.1323
H 2.987 -2.604 -0.088 0.1224
H 1.633 -3.657 -0.572 0.1326
H 1.418 -0.101 3.254 0.1396
H 0.096 -1.276 2.989 0.1419
H -0.432 0.452 4.478 0.1091
H -2.936 1.948 6.311 0.0745
H -1.333 1.214 6.476 0.0766
H -1.527 2.971 6.551 0.0754
H -2.608 4.042 1.922 0.1064
H -0.087 2.300 0.073 0.0843
H -1.686 1.608 -0.181 0.0833
H -1.500 3.363 -0.072 0.0811
H -0.873 -1.435 0.875 0.1177
H -0.616 -2.958 0.000 0.1350
H -0.098 -0.151 -1.084 0.1205
H -1.470 -1.179 -1.529 0.1258
```